[1]
18
Properties=species:S:1:pos:R:3 method="wB97M-V/def2-TZVPD" orbital_gap_ev=5.78 total_charge=-1 lumo_energy_ev=3.14
C 0.13736 -3.06799 -0.14776
N -0.79473 -2.00108 -0.56839
C -0.01048 -1.02587 -1.46521
O 0.56939 -1.63500 -2.50833
H 0.56183 -3.55647 -1.09815
H -0.31187 -3.81702 0.57541
H 1.06931 -2.61112 0.28187
H -1.54190 -2.39382 -1.12288
H 0.71596 -0.53793 -0.75520
H -0.77750 -0.20558 -1.64958
O -0.25996 3.23302 1.74877
C 0.02766 2.18452 1.21586
O 1.30178 1.70612 1.11583
C -0.99788 1.16728 0.67736
H 1.82632 2.34833 1.67035
H -0.71320 0.10994 0.81145
H -1.14835 1.30700 -0.42865
H -1.94708 1.38348 1.16244


[2]
35
Properties=species:S:1:pos:R:3 method="wB97M-V/def2-TZVPD" orbital_gap_ev=8.21 lumo_energy_ev=0.29
N -7.33656 -12.43986 0.24365
H -8.27067 -12.63949 -0.19128
H -7.49666 -11.76808 0.98732
H -6.72586 -11.99309 -0.47575
H -6.99632 -13.35620 0.52292
Cl -9.87698 -12.35601 -1.44633
O -5.89071 -10.92849 -1.46306
P -5.65761 -9.51836 -1.83672
N -4.64589 -8.72081 -0.72134
C -3.34509 -9.31367 -0.43898
C -5.31374 -8.17755 0.46290
N -7.00671 -8.53344 -2.09411
C -8.31179 -9.20800 -1.99268
C -6.99244 -7.14704 -2.52518
N -4.82071 -9.43544 -3.29066
C -5.39175 -10.23959 -4.37571
C -3.98763 -8.31494 -3.69881
H -2.70446 -8.52731 -0.04086
H -2.93091 -9.68982 -1.37607
H -3.40978 -10.17757 0.23083
H -4.62056 -7.49726 0.96006
H -5.53446 -8.95884 1.20366
H -6.23599 -7.71900 0.11230
H -8.27654 -10.14487 -1.43342
H -9.03702 -8.58833 -1.46437
H -8.67854 -9.54302 -2.96574
H -7.23254 -7.14754 -3.58748
H -7.60446 -6.52645 -1.86615
H -6.00607 -6.73287 -2.29631
H -6.24903 -10.77679 -3.96962
H -5.69128 -9.57005 -5.18498
H -4.67225 -10.97503 -4.74186
H -4.41668 -7.69631 -4.48583
H -2.99546 -8.72456 -3.92045
H -3.77019 -7.73547 -2.79757


[3]
78
Properties=species:S:1:pos:R:3 method="wB97M-V/def2-TZVPD" orbital_gap_ev="8.18 / 8.18" total_charge=+2 lumo_energy_ev="-4.79 / -4.79"
Ni 0.23547 -0.11434 0.05980
C -1.04101 0.82677 3.02714
P 0.22524 -0.16382 2.21504
C 0.08734 -1.79826 2.95995
C 1.81019 0.51938 2.79121
C 2.94060 -0.11984 1.98572
P 2.43135 -0.30810 0.22186
C 2.72535 -2.06888 -0.13560
C 3.74305 0.50373 -0.73073
H -2.02527 0.40101 2.82743
H -1.01439 1.84784 2.65005
H -0.86169 0.82188 4.10322
H 0.12374 -1.70424 4.04627
H 0.89523 -2.44784 2.62475
H -0.85725 -2.25171 2.65866
H 1.93906 0.37286 3.86599
H 1.76646 1.59523 2.60437
H 3.18195 -1.11550 2.36146
H 3.85058 0.47740 2.05055
H 3.72559 -2.37150 0.17885
H 2.62750 -2.24375 -1.20819
H 1.97848 -2.67742 0.37283
H 3.61498 0.31884 -1.79705
H 4.69952 0.08594 -0.41438
H 3.74665 1.57985 -0.55652
C -7.24268 1.65691 1.19773
C -6.65813 1.43125 -0.18557
N -5.18895 1.53260 -0.19716
C -4.47346 0.40789 -0.03544
C -3.10970 0.32359 0.03449
C -2.57496 -1.08436 0.20451
O -3.38246 -1.98509 0.34378
O -1.29538 -1.27794 0.16312
C -2.34671 1.53033 -0.06553
O -1.10482 1.60015 -0.03468
C -3.13389 2.76795 -0.19983
C -2.47868 3.99847 -0.26654
C -3.18304 5.16054 -0.37465
F -2.49948 6.32442 -0.38330
C -4.58810 5.18110 -0.44095
C -5.23521 3.95846 -0.38618
C -4.53080 2.75447 -0.25780
N -5.35218 6.36438 -0.58319
C -4.73642 7.64611 -0.92975
C -5.85338 8.65282 -1.23426
N -7.03462 7.88718 -1.76181
C -7.66979 7.08583 -0.64909
C -6.54352 6.54252 0.23572
H -8.32672 1.55113 1.16743
H -7.00259 2.65137 1.57854
H -6.85102 0.92332 1.90257
H -7.05920 2.13460 -0.91303
H -6.90214 0.43710 -0.55314
H -5.03379 -0.51663 0.03857
H -1.39817 4.02640 -0.20902
H -6.31168 3.93867 -0.46377
H -4.11437 7.51051 -1.81215
H -4.11081 8.06446 -0.13883
H -5.54102 9.38549 -1.97366
H -6.20189 9.17941 -0.34856
H -6.69850 7.23527 -2.47290
H -7.71879 8.50293 -2.20106
H -8.25538 6.29784 -1.11751
H -8.33566 7.74955 -0.10130
H -6.85923 5.60319 0.67762
H -6.34205 7.22898 1.06550
N -0.03194 -0.06785 -7.21582
C 0.02476 -0.09727 -6.07010
C 0.10211 -0.12441 -4.62847
C 0.78967 0.87430 -3.94790
C 0.83915 0.81264 -2.57202
N 0.25117 -0.16669 -1.87023
C -0.41350 -1.12419 -2.52765
C -0.50852 -1.13861 -3.90819
H 1.27260 1.68022 -4.48120
H 1.34276 1.57893 -2.00045
H -0.86360 -1.89259 -1.91673
H -1.04922 -1.92966 -4.40737


[4]
59
Properties=species:S:1:pos:R:3 method="wB97M-V/def2-TZVPD" orbital_gap_ev=8.64 smiles="CN1CCN(CCc2nc3cc(NC(=O)COc4ccccc4)ccc3n2C)CC1" lumo_energy_ev=0.72
C -4.81818 -3.75195 -1.76012
N -5.68592 -2.59465 -1.70131
C -4.98766 -1.32674 -1.77629
C -4.28040 -0.93418 -0.47403
N -5.24153 -0.89433 0.61563
C -4.65224 -0.45373 1.86849
H -3.73722 -1.01289 2.12011
C -4.31891 1.04313 1.83724
C -2.97711 1.31023 1.25258
N -1.92479 0.57185 1.47068
C -0.90392 1.15524 0.76908
C 0.42439 0.77704 0.64188
C 1.25078 1.56304 -0.14782
C 0.76331 2.70572 -0.79720
C -0.55631 3.08919 -0.67753
C -1.38814 2.30840 0.10730
N -2.72088 2.38520 0.43921
C -3.65501 3.38444 0.00433
H -4.44577 2.93857 -0.60514
H -4.10913 3.88720 0.86108
H -3.12691 4.12267 -0.59550
H -0.91291 3.97175 -1.18720
H 1.44097 3.28689 -1.39884
N 2.58895 1.16188 -0.26937
C 3.60230 1.73109 -0.95025
O 3.55690 2.74650 -1.61122
C 4.92253 0.95641 -0.82682
O 4.75733 -0.20778 -0.05218
C 5.83451 -1.02969 0.14476
C 7.10991 -0.80189 -0.35487
C 8.12221 -1.70973 -0.08707
C 7.87894 -2.83915 0.67119
C 6.60516 -3.06469 1.16944
C 5.58861 -2.16919 0.91019
H 4.59206 -2.33130 1.29062
H 6.40271 -3.94362 1.76299
H 8.67420 -3.53992 0.87376
H 9.11092 -1.52417 -0.47995
H 7.32819 0.07132 -0.94906
H 5.25693 0.71448 -1.84467
H 5.66046 1.63401 -0.37580
H 2.82772 0.31221 0.22817
H 0.79392 -0.10276 1.14516
H -4.32504 1.42122 2.86343
H -5.09399 1.56388 1.27430
H -5.39472 -0.62958 2.65108
C -5.87662 -2.19511 0.75515
C -6.57415 -2.57540 -0.55608
H -7.04629 -3.55473 -0.45495
H -7.35058 -1.83268 -0.76301
H -6.62233 -2.13457 1.55188
H -5.14433 -2.97485 1.03249
H -3.84262 0.05667 -0.59837
H -3.45585 -1.63606 -0.25647
H -4.26418 -1.36591 -2.59311
H -5.73622 -0.56255 -2.00855
H -5.43751 -4.64849 -1.76934
H -4.10494 -3.83249 -0.92856
H -4.25419 -3.71355 -2.69172


[5]
14
Properties=species:S:1:pos:R:3 method="wB97M-V/def2-TZVPD" orbital_gap_ev=10.99 smiles=C#CC1CCC1 lumo_energy_ev=1.17
C -2.06692 0.56468 2.03742
C -1.07782 0.43049 1.37644
C 0.07010 0.38852 0.48725
C 0.82616 -0.94558 0.16359
C 1.01868 -0.41013 -1.27208
C -0.17481 0.53038 -1.02972
H -2.94415 0.64288 2.64584
H 0.80940 1.13463 0.83810
H 1.72378 -1.12440 0.75481
H 0.17916 -1.83472 0.20148
H 1.94436 0.16959 -1.33475
H 0.97525 -1.10810 -2.11634
H -1.11380 0.03227 -1.27931
H -0.16940 1.52948 -1.47273


[6]
12
Properties=species:S:1:pos:R:3 method="wB97M-V/def2-TZVPD" orbital_gap_ev="8.31 / 8.76" lumo_energy_ev="-0.86 / -0.25"
N 1.16149 -0.14205 1.39269
C 0.26590 0.04484 -1.02739
C -0.84843 -0.94936 -1.14281
O -1.58659 -0.19265 -0.14473
C -0.51751 0.68943 -0.08642
N -0.22205 1.55583 0.83971
H 1.72204 0.55177 0.89956
H 1.81233 -0.43031 2.15727
H 1.17243 0.25682 -1.57309
H -1.38337 -1.01324 -2.09677
H -0.61675 -1.94746 -0.76430
H -0.95949 1.57638 1.54627


[7]
69
Properties=species:S:1:pos:R:3 method="wB97M-V/def2-TZVPD" orbital_gap_ev="6.67 / 6.67" total_charge=-2 multiplicity=3 lumo_energy_ev="3.99 / 3.99"
Pr 6.80863 -18.75801 5.73000
O 10.66759 -13.61539 7.74430
C 9.92128 -14.67824 7.35326
C 10.46303 -15.64083 6.52133
C 9.59511 -16.66498 6.09146
N 8.32857 -16.80189 6.44763
C 7.80609 -15.86882 7.28046
C 8.55152 -14.80170 7.72482
C 6.36888 -16.07378 7.70244
O 5.76768 -15.15672 8.26885
O 5.87421 -17.23534 7.47813
C 10.04121 -17.74169 5.05989
O 11.24642 -17.98826 4.92104
O 9.08669 -18.36776 4.52717
H 11.46470 -13.57234 7.18505
H 11.50401 -15.68358 6.18265
H 8.12522 -14.11283 8.45144
F 3.48293 -17.67184 12.56896
C 3.93296 -18.13242 11.36867
C 5.28600 -18.20776 11.07042
F 6.20644 -17.56750 11.82853
C 5.72998 -18.87726 9.97599
F 7.07216 -18.96833 9.82928
C 4.86866 -19.49405 9.05346
S 5.34091 -20.44140 7.63079
C 3.54609 -19.36565 9.27207
F 2.66321 -19.86063 8.34001
C 3.05238 -18.71027 10.47351
F 1.69867 -18.69664 10.74930
C -0.49800 -15.75915 5.27441
C 0.88945 -16.03686 4.68600
C 1.93159 -16.13570 5.59776
C 3.19582 -16.49351 5.16917
C 3.46109 -16.71209 3.83029
C 2.42046 -16.57203 2.91521
C 1.15721 -16.24964 3.34935
S 5.05063 -17.47839 3.40498
O 5.13159 -17.34934 1.94964
O 6.00407 -16.72870 4.26303
N 5.12458 -18.92681 3.95924
C 4.72296 -20.15177 3.24101
C 5.70713 -21.25873 3.71698
O 5.39486 -22.38993 3.34016
O 6.71396 -20.91761 4.40771
H -0.52951 -14.70292 5.66467
H -0.73388 -16.47201 6.08023
H -1.29736 -15.89286 4.55966
H 1.70197 -15.96760 6.69532
H 3.97383 -16.67321 5.88594
H 2.51129 -16.70998 1.82471
H 0.31537 -16.17334 2.69036
H 4.75676 -20.08376 2.15540
H 3.69450 -20.45465 3.50272
C 7.65283 -23.04154 6.63944
C 8.85321 -22.86372 5.73524
S 9.49951 -21.13930 5.69540
O 8.53169 -20.36294 6.50766
C 10.89545 -21.42840 6.80735
C 10.54797 -22.10017 8.14812
H 7.57283 -24.11203 6.85392
H 6.79105 -22.63467 6.12503
H 7.76593 -22.45177 7.55691
H 8.49018 -23.08119 4.70154
H 9.69842 -23.58330 5.89104
H 11.30505 -20.43626 6.95283
H 11.59279 -22.05833 6.24012
H 9.62770 -21.70777 8.54264
H 11.38863 -21.87313 8.83675
H 10.38013 -23.19054 8.08473


[8]
14
Properties=species:S:1:pos:R:3 method="wB97M-V/def2-TZVPD" orbital_gap_ev=8.94 smiles="O=C=NCO.NN" lumo_energy_ev=0.68
C -1.56183 -0.49871 1.58011
N 1.61926 0.42087 -0.84736
N -0.64233 -0.26022 0.50902
C -0.55602 -0.59930 -0.64711
N 1.42304 1.38014 -1.93001
O -1.16451 -1.55139 2.40113
O -0.55839 -0.84457 -1.78067
H -0.28427 -1.36551 2.75093
H 2.34400 -0.22297 -1.15966
H 1.89272 0.94295 0.01246
H 0.92902 0.86424 -2.65798
H 0.75599 2.06474 -1.57550
H -2.55437 -0.77261 1.20144
H -1.64229 0.44233 2.14319